Entry 1
Computed, not measured: one molecule with the formula C4H8N2O, with the ωB97M-V functional and the def2-TZVPD basis.

Bonds (Å) are listed after each position.
Positions of all 15 atoms, in Å:
1 C 0.518 -0.049 -1.602  C2 1.470, N6 1.295, H8 1.069
2 C 0.845 1.196 -0.893  C1 1.470, C3 1.509, H9 1.127, H10 1.002
3 C 0.436 0.916 0.532  C2 1.509, N5 1.498, H11 1.118, H12 1.165
4 C -1.055 -0.967 1.391  N5 1.455, H13 1.114, H14 1.115, H15 1.109
5 N 0.060 -0.534 0.563  C3 1.498, C4 1.455, N6 1.410
6 N 0.010 -0.922 -0.792  C1 1.295, N5 1.410, O7 1.373
7 O -0.577 -2.144 -1.007  N6 1.373
8 H 0.458 -0.211 -2.657  C1 1.069
9 H 1.897 1.578 -1.028  C2 1.127
10 H 0.291 1.932 -1.286  C2 1.002
11 H 1.348 1.054 1.165  C3 1.118
12 H -0.529 1.525 0.764  C3 1.165
13 H -0.714 -1.182 2.430  C4 1.114
14 H -1.859 -0.196 1.434  C4 1.115
15 H -1.130 -1.996 0.985  C4 1.109

Values from the calculation:
2S+1: 3
Kohn-Sham gap (alpha / beta): 6.6 / 7.4 eV
HOMO level (alpha / beta): -0.205 / -0.328 Ha

Now the Mulliken charges, all in e: atom 1 (C): -0.50, atom 2 (C): -0.45, atom 3 (C): -0.37, atom 4 (C): -0.81, atom 5 (N): -0.23, atom 6 (N): 0.54, atom 7 (O): -0.60, atom 8 (H): 0.46, atom 9 (H): 0.24, atom 10 (H): 0.28, atom 11 (H): 0.27, atom 12 (H): 0.22, atom 13 (H): 0.29, atom 14 (H): 0.31, atom 15 (H): 0.35

***

Entry 2
Computed, not measured: one molecule with the formula C4H8N2O, with the ωB97M-V functional and the def2-TZVPD basis.

Bonds (Å) are listed after each position.
Positions of all 15 atoms, in Å:
1 C -0.433 0.324 0.189  C2 1.346, C4 1.508, N5 1.392
2 C -0.360 0.921 -1.015  C1 1.346, N6 1.796, O7 1.354
3 C 1.411 -1.529 0.322  C4 1.545, H8 1.159, H9 1.135, H10 1.169
4 C 0.020 -1.003 0.743  C1 1.508, C3 1.545, H11 1.215, H12 1.074
5 N -1.404 1.153 0.746  C1 1.392, N6 1.461, H13 1.035
6 N -1.417 2.181 -0.292  C2 1.796, N5 1.461, H14 1.012
7 O 0.167 0.749 -2.250  C2 1.354, H15 0.950
8 H 1.476 -1.493 -0.835  C3 1.159
9 H 1.402 -2.606 0.679  C3 1.135
10 H 2.338 -0.969 0.763  C3 1.169
11 H -0.039 -0.842 1.945  C4 1.215
12 H -0.742 -1.630 0.320  C4 1.074
13 H -1.186 1.548 1.677  N5 1.035
14 H -2.216 1.987 -0.883  N6 1.012
15 H 0.984 1.211 -2.109  O7 0.950

Values from the calculation:
2S+1: 3
Kohn-Sham gap (alpha / beta): 5.1 / 8.4 eV
HOMO level (alpha / beta): -0.153 / -0.357 Ha

Now the Mulliken charges, all in e: atom 1 (C): -0.10, atom 2 (C): 0.03, atom 3 (C): -1.00, atom 4 (C): -0.18, atom 5 (N): -0.29, atom 6 (N): -0.54, atom 7 (O): -0.28, atom 8 (H): 0.26, atom 9 (H): 0.29, atom 10 (H): 0.28, atom 11 (H): 0.23, atom 12 (H): 0.28, atom 13 (H): 0.32, atom 14 (H): 0.31, atom 15 (H): 0.36

***

Going by the energies, entry 1 is most stable and the next is 0.0541 hartree up.